<1>
One molecule with the formula C7H9N, computed with ωB97M-V/def2-TZVPD.

Positions of all 17 atoms, in Å:
N -1.62346 0.62117 -0.53031
C 1.96260 -0.00498 -0.97904
C -2.02443 1.39847 0.67952
C -0.29948 0.10486 -0.45582
C 1.14280 -1.57705 0.62555
C 2.24205 -1.07930 -0.14164
C -0.15864 -0.99859 0.51098
C 0.76491 0.45438 -1.12423
H 0.51144 1.26556 -1.69110
H 1.32669 -2.06187 1.34931
H -0.91533 -1.45923 1.14377
H 3.22656 -1.58310 -0.14982
H -2.34853 -0.17284 -0.66952
H -1.47889 2.10231 0.61986
H -2.09393 0.89510 1.68063
H 2.83322 0.43590 -1.54648
H -3.06759 1.65921 0.67838

Calculated values
E_LUMO = 1.0 eV
orbital gap = 9.955 eV



<2>
One molecule with the formula C7H9N, computed with ωB97M-V/def2-TZVPD.

Positions of all 17 atoms, in Å:
N 0.04812 -1.79963 2.53654
C 0.17404 0.29112 0.15545
C -0.01324 1.70671 -1.90740
C 0.52308 -0.59933 2.53158
C -0.75785 0.93334 -2.79131
C 0.42867 0.41741 1.58111
C -0.12209 -1.18143 -0.28299
C 0.38416 1.38493 -0.62322
H 0.19858 2.70614 -2.30498
H -0.83546 -1.60859 0.41453
H 1.08001 -0.23707 3.40325
H -0.64981 1.17874 -3.84898
H -1.68946 0.42279 -2.55909
H 0.50538 1.44831 1.89377
H 0.36345 -2.31474 3.35337
H -0.48982 -1.07359 -1.29985
H 0.85226 -1.67513 -0.25176

Calculated values
E_LUMO = -1.8 eV
orbital gap = 5.447 eV



<3>
One molecule with the formula C7H9N, computed with ωB97M-V/def2-TZVPD.

Positions of all 17 atoms, in Å:
N 1.34746 1.05323 -1.51932
C 0.32205 0.78980 1.96326
C -0.74605 -0.07742 1.85850
C 1.05970 1.08393 0.81044
C -1.21792 -0.68468 0.77070
C -0.79892 -1.40440 -1.49889
C 0.54938 0.51230 -0.46143
C -0.43229 -0.42750 -0.41292
H -0.58243 -2.41143 -1.14520
H 1.85780 1.88116 0.71296
H -1.33036 -0.38342 2.82608
H -1.84332 -1.32900 -1.75120
H -2.13242 -1.37194 0.69953
H 0.61864 1.32061 2.88117
H 1.78308 2.03653 -1.15910
H 1.81715 0.52432 -2.16813
H -0.27157 -1.11209 -2.40646

Calculated values
E_LUMO = 1.0 eV
orbital gap = 9.112 eV



Name the least stable of them. <2>.



<1>
C40H39ClLuN4O2S4Te as an isolated structure, computed with ωB97M-V/def2-TZVPD.

Positions of all 92 atoms, in Å:
Lu 11.84634 11.18929 10.44551
Te 8.55009 14.41402 17.59109
Cl 10.00370 12.46815 3.22020
S 13.99765 12.48090 9.03703
S 10.18842 17.34469 17.02498
S 9.41560 11.60267 11.79061
S 11.79530 10.39381 19.81057
O 13.54766 10.88050 11.94089
O 11.26538 10.45826 8.51003
N 10.75445 13.22044 9.25880
N 11.74437 13.29640 11.70145
N 13.72790 9.56305 10.05727
N 10.96647 9.01500 11.21335
C 15.26836 11.12774 7.02926
C 9.56166 9.03454 10.83193
C 10.61022 10.39004 4.92042
C 14.53259 10.20122 11.17091
C 10.89993 14.42851 9.74531
C 13.21836 8.21469 10.59462
C 10.21187 18.52620 18.30006
C 12.35223 14.53666 13.68296
C 12.06962 15.73672 13.02619
C 7.73321 8.15996 9.39250
C 10.41536 12.17320 7.12586
C 14.27142 11.73592 19.90540
C 15.33748 8.67908 6.76899
C 14.59197 10.26211 19.57538
C 10.92300 10.79646 7.31319
C 10.18810 12.65107 5.84435
C 10.29639 11.78647 4.76180
C 7.69814 10.44484 10.11216
C 10.52297 15.65150 9.13171
C 13.32146 9.40485 19.59409
C 14.45566 11.05030 8.18812
C 8.89112 16.80098 19.19270
C 14.63479 8.56148 7.94998
C 10.07123 12.99259 8.18300
C 11.00986 9.94347 6.22339
C 11.04389 16.85560 11.15200
C 12.73813 12.00225 19.96891
C 15.66361 9.97655 6.30694
C 14.25689 9.70253 8.72316
C 11.05743 8.83443 12.75316
C 9.21824 16.24620 17.98879
C 8.95574 7.99844 10.10523
C 11.43910 15.67908 11.78340
C 12.11621 13.32212 13.00805
C 8.85532 10.28181 10.90472
C 11.73021 7.98209 10.51020
C 10.42315 16.78462 9.86124
C 11.36713 14.48691 11.07591
C 9.53372 18.04449 19.39750
C 7.06980 9.34515 9.42707
H 15.67087 7.81939 6.22515
H 13.75436 7.48511 10.03876
H 9.41209 18.62462 20.33544
H 10.48532 7.91745 12.98663
H 15.10301 9.51166 11.85458
H 7.35072 11.44053 10.00548
H 10.45259 9.71731 4.09771
H 10.54188 9.71615 13.19052
H 15.07046 10.16789 18.62425
H 13.61926 8.12665 11.58370
H 13.99195 11.65610 12.32773
H 12.13631 12.34446 13.49350
H 14.54816 7.49620 8.28274
H 15.23916 10.93073 10.68535
H 11.42609 7.89022 9.41880
H 7.34294 7.26473 8.84336
H 15.27645 9.81600 20.33580
H 14.65321 11.88852 20.92793
H 13.12790 8.79217 18.73280
H 14.85450 12.33193 19.23008
H 12.42176 12.42581 20.94951
H 12.05898 8.72977 13.18495
H 9.98514 13.67252 5.71478
H 8.35523 16.22949 19.98059
H 11.18933 17.81502 11.64242
H 6.04644 9.44805 9.08966
H 11.31000 8.91525 6.39954
H 12.07846 16.74775 13.46704
H 9.36358 7.03360 10.11330
H 13.29715 8.73729 20.47440
H 10.82481 19.43321 18.15820
H 15.55376 12.15794 6.78182
H 10.36586 15.59641 8.06207
H 10.07095 17.73174 9.49973
H 11.44612 7.02288 10.96482
H 12.79610 14.47017 14.67649
H 16.32109 10.12324 5.41591
H 12.35508 12.57635 19.14463
H 9.32512 13.72362 7.81196

Calculated values
total charge = -1
E_LUMO = 0.7 eV
orbital gap = 3.322 eV



<2>
C40H39ClLuN4O2S4Te as an isolated structure, computed with ωB97M-V/def2-TZVPD.

Positions of all 92 atoms, in Å:
Lu 11.36845 11.99156 11.52388
Te 9.87085 13.52608 13.78696
Cl 6.43576 10.85309 6.15111
S 8.72534 11.64516 11.80430
S 13.89586 12.26227 10.26897
S 8.29791 15.94665 15.40775
S 13.80765 12.19237 16.52579
O 12.67175 11.44226 13.56525
O 10.99922 10.84486 9.81798
N 10.60879 9.32590 12.46513
N 12.35149 14.27811 12.01697
N 10.65677 13.70042 9.97548
N 13.72029 9.90236 12.15337
C 10.84725 15.78777 15.94074
C 15.93021 10.76844 9.30942
C 7.16455 9.60712 11.03937
C 8.21562 12.09761 7.70396
C 11.96540 17.69050 10.59221
C 7.74993 7.25796 11.18309
C 9.68658 13.42799 9.05543
C 7.72409 10.88171 7.22284
C 16.70465 8.70187 10.31034
C 11.71384 8.39291 12.03600
C 8.96714 17.02991 16.55829
C 10.31830 16.83748 16.73842
C 10.41369 9.29085 13.95041
C 11.00078 15.03066 10.16318
C 13.07967 8.64767 12.63027
C 9.39531 8.94556 11.84946
C 9.93798 10.89443 9.01165
C 15.68987 8.75820 11.25572
C 13.86768 15.78038 13.14876
C 11.92881 15.29451 11.22011
C 6.81948 8.25147 10.85408
C 14.87398 10.88089 10.25494
C 11.05070 17.42443 9.58185
C 9.82918 15.18404 15.14842
C 15.85843 10.58365 17.36564
C 16.81889 9.68573 9.30581
C 10.57920 16.11234 9.36108
C 9.02362 7.59951 11.66552
C 9.31608 12.15157 8.60759
C 15.60538 11.94149 16.65135
C 13.41728 10.50244 17.04166
C 13.97274 10.88410 13.23583
C 13.30367 14.52165 12.94742
C 8.43427 9.93772 11.55813
C 8.32553 9.67298 7.66305
C 12.44158 16.63615 11.41572
C 13.41960 16.86146 12.39450
C 14.70351 9.65597 16.92742
C 14.75795 9.81165 11.23196
C 9.42004 9.69052 8.52182
H 14.42449 10.38460 14.10811
H 15.84841 10.75707 18.46026
H 16.85326 10.15506 17.14055
H 11.88739 15.44577 15.90045
H 7.86627 8.75630 7.28918
H 13.06257 8.59409 13.73476
H 9.06295 14.25382 8.68735
H 17.60303 9.61611 8.54889
H 12.57839 10.11468 16.45062
H 15.62353 8.05078 12.09146
H 13.79628 17.88389 12.53628
H 17.42956 7.88068 10.34490
H 8.33925 17.77627 17.03870
H 12.74306 11.95402 14.42990
H 12.32979 18.71184 10.75742
H 7.47148 6.20932 11.06982
H 6.47460 10.41762 10.78483
H 11.44458 7.34164 12.29720
H 11.33817 9.67312 14.41008
H 16.03151 11.57645 8.57480
H 11.76455 8.43314 10.94106
H 13.08015 10.56905 18.09131
H 9.90070 8.76129 8.85406
H 13.65710 13.67676 13.54100
H 10.71522 18.25010 8.92952
H 9.61190 10.01738 14.19748
H 14.86584 9.31680 15.88731
H 13.71716 7.80667 12.29280
H 7.73760 13.02858 7.38774
H 16.04443 11.96645 15.63541
H 9.74894 6.82425 11.94004
H 14.61179 15.93204 13.94437
H 5.81530 7.99998 10.48304
H 9.87707 15.85802 8.56159
H 14.64449 8.73704 17.52907
H 10.15540 8.29458 14.34395
H 16.01750 12.78909 17.22907
H 10.94588 17.42998 17.42564
H 14.57597 11.71599 12.85867

Calculated values
total charge = -1
E_LUMO = 1.4 eV
orbital gap = 4.829 eV



Name the least stable of them. <1>.



<1>
A 2-piece molecular cluster, C5H13N2O2 overall, computed with ωB97M-V/def2-TZVPD.

Positions of all 22 atoms, in Å:
O -1.45562 1.96929 -0.24605
O -2.50772 0.04297 -0.63891
N 1.92215 0.24918 -0.75077
N 3.97714 0.41785 0.35592
C 0.75059 -0.32391 -1.14625
C -1.23474 0.33214 1.48111
C 2.85765 -0.26086 0.01141
C -1.69281 0.73027 0.12932
C -2.87846 -1.28691 -0.30469
H 2.06250 1.20690 -1.06223
H -2.00567 -1.94194 -0.32007
H -3.36310 -1.32971 0.67183
H -1.90605 2.19612 -1.07644
H 2.77017 -1.28424 0.34327
H 4.09103 1.38736 0.10974
H -0.38088 0.94174 1.76359
H 0.65414 -1.38059 -0.98118
H -2.03252 0.51728 2.20943
H -0.97128 -0.72158 1.52858
H 4.62259 0.03712 1.02374
H -3.58166 -1.59520 -1.07716
H 0.30257 0.09672 -2.02419

Calculated values
total charge = +1
E_LUMO (spin up / spin down) = -3.3 / -3.3 eV
orbital gap (spin up / spin down) = 6.154 / 6.159 eV



<2>
An isolated ion of composition C5H13N2O2 and charge +1, computed with ωB97M-V/def2-TZVPD.

Positions of all 22 atoms, in Å:
O 2.92400 0.61696 1.22361
O 1.58704 1.87377 2.45276
N -1.33103 0.87809 -1.46250
N -0.86878 -0.33523 -0.90558
C 0.46534 0.52453 0.91978
C 1.70468 0.69447 1.85024
C -0.59614 -1.37453 -1.97064
C 0.46294 -0.10369 -0.24750
C -1.82597 -0.96897 -0.02275
H -1.69375 1.43835 -0.67012
H -0.78486 1.47848 -1.98983
H -2.80321 -0.91166 -0.59977
H -1.59529 -1.74081 -2.25171
H 0.00405 -2.18076 -1.72545
H -0.16847 -0.88343 -2.81284
H 2.96463 1.31336 0.59173
H 2.13703 1.97809 3.29744
H -1.32255 -1.91243 0.04632
H -1.83387 -0.45705 0.89179
H 1.34135 -0.72157 -0.56738
H 1.61188 -0.18467 2.59632
H -0.37901 0.97872 1.35608

Calculated values
total charge = +1
E_LUMO = -3.1 eV
orbital gap = 11.158 eV



Name the least stable of them. <2>.



<1>
One molecule with the formula C2H4P2, computed with ωB97M-V/def2-TZVPD.

Positions of all 8 atoms, in Å:
P -2.18160 -0.00108 0.02120
P 2.17611 -0.01968 0.02109
C -0.53579 -0.43331 -0.00823
C 0.54976 0.45023 -0.00540
H 1.94474 -1.40302 -0.00253
H -0.31491 -1.49542 0.00235
H 0.33989 1.51272 -0.00034
H -1.97072 1.38497 0.00029

Calculated values
E_LUMO = -1.2 eV
orbital gap = 7.329 eV



<2>
One molecule with the formula C2H4P2, computed with ωB97M-V/def2-TZVPD.

Positions of all 8 atoms, in Å:
P 1.92074 -0.22470 0.21378
P -1.68565 -0.69149 0.41439
C -0.11593 0.36151 -0.31881
C -1.47860 0.97325 0.18869
H -1.88329 1.94525 0.34352
H -0.00922 0.12837 -1.38660
H 1.23585 -1.16518 1.10029
H 2.01610 -1.32701 -0.55525

Calculated values
E_LUMO = -0.2 eV
orbital gap = 8.309 eV



<3>
One molecule with the formula C2H4P2, computed with ωB97M-V/def2-TZVPD.

Positions of all 8 atoms, in Å:
P -2.83724 -0.32924 0.22025
P -0.00027 1.14297 -0.06267
C 1.47452 0.66888 0.47001
C -1.03893 -0.38690 -0.32923
H -1.04929 -0.68018 -1.29897
H 2.26601 1.32744 0.40116
H -0.70210 -1.41882 0.06076
H 1.88729 -0.32414 0.53869

Calculated values
E_LUMO (spin up / spin down) = -1.1 / -1.2 eV
orbital gap (spin up / spin down) = 7.143 / 7.121 eV



<4>
A 2-piece molecular cluster, C2H4P2 overall, computed with ωB97M-V/def2-TZVPD.

Positions of all 8 atoms, in Å:
P 3.12581 0.50060 -0.40061
P -1.59319 -0.03200 -0.08361
C -1.86520 1.58647 -0.30437
C 2.49053 -0.80604 0.12645
H -2.72771 -0.96151 -0.11168
H 2.03209 -1.63743 0.58313
H -0.50705 -0.82748 0.41622
H -0.95527 2.17739 -0.22553

Calculated values
E_LUMO = 0.1 eV
orbital gap = 9.112 eV



Name the least stable of them. <4>.